(1)
Density functional theory data (the ωB97M-V functional and the def2-TZVPD basis) for a structure of composition C46H52MnN5O2Se.

Multiplicity: 5
<S²>: 6.0485
LUMO energy (spin up / spin down) (eV): -1.3 / -1.0
Kohn-Sham gap (spin up / spin down) (eV): 5.745 / 5.979

Positions of all 107 atoms, in Å:
Mn 0.15 0.21 0.03
C -1.12 -0.44 4.17
C -1.45 -1.80 4.22
C -0.97 -2.61 3.22
C -0.26 -2.06 2.13
N -0.02 -0.73 2.05
C -0.40 0.03 3.09
N 0.21 -2.95 1.24
C 0.86 -2.66 0.16
N 1.10 -1.44 -0.43
C 2.02 -1.63 -1.43
N 2.74 -0.76 -2.06
C 2.69 0.58 -1.90
C 3.68 1.30 -2.59
C 3.67 2.67 -2.58
C 2.65 3.32 -1.88
C 1.75 2.55 -1.18
N 1.76 1.21 -1.15
C 2.28 -3.06 -1.60
C 3.08 -3.79 -2.46
C 3.15 -5.16 -2.27
C 2.44 -5.79 -1.25
C 1.63 -5.07 -0.39
C 1.55 -3.71 -0.59
H -1.43 0.24 4.95
H -2.02 -2.19 5.05
H -1.13 -3.67 3.20
H -0.12 1.07 3.05
H 4.42 0.74 -3.13
H 4.42 3.23 -3.11
H 2.56 4.39 -1.89
H 0.94 3.01 -0.63
H 3.65 -3.29 -3.23
H 3.78 -5.76 -2.92
H 2.55 -6.86 -1.12
H 1.08 -5.54 0.41
C -6.40 3.55 2.40
C -5.22 3.53 3.38
C -5.52 2.53 4.52
C -5.11 4.92 4.01
C -3.95 3.09 2.67
C -3.90 1.85 2.05
C -2.75 1.43 1.41
Se -2.78 -0.32 0.55
C -3.20 0.23 -1.25
C -4.53 0.27 -1.62
C -4.88 0.73 -2.89
C -3.84 1.17 -3.69
C -2.49 1.13 -3.36
C -2.12 0.56 -2.11
O -0.91 0.29 -1.73
C -1.54 1.77 -4.37
C -1.63 1.07 -5.73
C -0.08 1.76 -3.92
C -1.96 3.25 -4.52
C -6.31 0.82 -3.37
C -7.29 0.23 -2.36
C -6.68 2.30 -3.58
C -6.47 0.06 -4.70
C -1.56 2.20 1.40
O -0.53 1.77 0.73
C -1.57 3.41 2.15
C -2.77 3.84 2.69
C -0.30 4.24 2.37
C -0.02 5.07 1.12
C -0.45 5.22 3.56
C 0.90 3.36 2.73
H -7.31 3.81 2.93
H -6.54 2.59 1.92
H -6.22 4.29 1.62
H -6.42 2.85 5.05
H -4.69 2.50 5.22
H -5.69 1.53 4.13
H -6.04 5.14 4.54
H -4.96 5.68 3.25
H -4.30 4.97 4.73
H -4.75 1.20 2.05
H -5.26 -0.06 -0.90
H -4.11 1.60 -4.64
H -1.36 0.03 -5.65
H -0.96 1.55 -6.44
H -2.64 1.12 -6.14
H 0.30 0.75 -3.83
H 0.02 2.27 -2.97
H 0.52 2.30 -4.66
H -2.96 3.34 -4.93
H -1.27 3.76 -5.19
H -1.94 3.75 -3.55
H -7.32 0.82 -1.45
H -7.01 -0.79 -2.10
H -8.29 0.21 -2.78
H -6.55 2.85 -2.66
H -7.71 2.38 -3.89
H -6.05 2.75 -4.34
H -6.21 -0.99 -4.57
H -5.84 0.48 -5.48
H -7.51 0.13 -5.03
H -2.80 4.80 3.17
H -0.83 5.77 0.95
H 0.06 4.43 0.25
H 0.91 5.63 1.23
H -1.08 6.07 3.31
H 0.53 5.61 3.82
H -0.86 4.71 4.43
H 1.12 2.61 1.96
H 0.73 2.85 3.68
H 1.79 3.98 2.84

Mulliken atomic charge list, values in e, 99 entries: number 1, Mn, carries 0.1505; number 2, C, carries -0.7588; number 3, C, carries -0.6681; number 4, C, carries -0.4555; number 5, C, carries 0.0808; number 6, N, carries 0.0475; number 7, C, carries -0.6967; number 8, N, carries -0.5400; number 9, C, carries -0.0614; number 10, N, carries 0.3058; number 11, C, carries 0.0816; number 12, N, carries -0.5235; number 13, C, carries 0.0751; number 14, C, carries -0.4869; number 15, C, carries -0.5529; number 16, C, carries -0.8300; number 17, C, carries -0.4979; number 18, N, carries 0.5155; number 19, C, carries 0.2131; number 20, C, carries -0.1848; number 21, C, carries -0.6286; number 22, C, carries -0.6127; number 23, C, carries -0.1867; number 24, C, carries 0.2805; number 25, H, carries 0.5279; number 26, H, carries 0.4237; number 27, H, carries 0.4985; number 28, H, carries 0.6345; number 29, H, carries 0.5378; number 30, H, carries 0.4356; number 31, H, carries 0.5143; number 32, H, carries 0.2672; number 33, H, carries 0.5450; number 34, H, carries 0.3991; number 35, H, carries 0.4057; number 36, H, carries 0.5428; number 37, C, carries -1.7071; number 38, C, carries 2.2763; number 39, C, carries -1.7065; number 40, C, carries -2.2276; number 41, C, carries -0.5581; number 42, C, carries -0.8806; number 43, C, carries 0.1650; number 44, Se, carries 0.1230; number 45, C, carries -0.3406; number 46, C, carries -0.1934; number 47, C, carries -0.2954; number 48, C, carries -0.9707; number 49, C, carries -0.3400; number 50, C, carries 1.0938; number 51, O, carries -0.7568; number 52, C, carries 2.4665; number 53, C, carries -1.8986; number 54, C, carries -2.1569; number 55, C, carries -1.8474; number 56, C, carries 2.1427; number 57, C, carries -2.0770; number 58, C, carries -1.6385; number 59, C, carries -1.6944; number 60, C, carries -0.2842; number 61, O, carries 1.0588; number 62, C, carries -0.1120; number 63, C, carries -0.3447; number 64, C, carries 2.6727; number 65, C, carries -1.6646; number 66, C, carries -2.2088; number 67, C, carries -1.8362; number 68, H, carries 0.4685; number 69, H, carries 0.3349; number 70, H, carries 0.3767; number 71, H, carries 0.4622; number 72, H, carries 0.3450; number 73, H, carries 0.3627; number 74, H, carries 0.4439; number 75, H, carries 0.4070; number 76, H, carries 0.4267; number 77, H, carries 0.4897; number 78, H, carries 0.4991; number 79, H, carries 0.2406; number 80, H, carries 0.3898; number 81, H, carries 0.4768; number 82, H, carries 0.3153; number 83, H, carries 0.3874; number 84, H, carries 0.1130; number 85, H, carries 0.6985; number 86, H, carries 0.3826; number 87, H, carries 0.4975; number 88, H, carries 0.3057; number 89, H, carries 0.3002; number 90, H, carries 0.4195; number 91, H, carries 0.4458; number 92, H, carries 0.3279; number 93, H, carries 0.4696; number 94, H, carries 0.3346; number 95, H, carries 0.3646; number 96, H, carries 0.3089; number 97, H, carries 0.4781; number 98, H, carries 0.6043; number 99, H, carries 0.3707

---

(2)
Density functional theory data (the ωB97M-V functional and the def2-TZVPD basis) for a cluster of 2 separate species, C46H52N3OSi in total.

LUMO energy (eV): -5.0
Kohn-Sham gap (eV): 3.953
Total charge: +1

Positions of all 103 atoms, in Å:
C -3.67 -2.95 1.53
Si -3.65 -2.72 -0.33
C -3.58 -4.39 -1.17
C -5.23 -1.87 -0.85
O -2.33 -1.74 -0.72
C -1.07 -2.15 -1.32
C -0.59 -3.40 -0.60
C -0.33 -4.61 -1.24
C 0.14 -5.69 -0.53
C 0.34 -5.60 0.84
C 0.06 -4.41 1.49
C -0.41 -3.33 0.77
C -1.28 -2.34 -2.82
C -2.48 -1.96 -3.40
C -2.72 -2.16 -4.74
C -1.75 -2.74 -5.53
C -0.52 -3.06 -4.99
C -0.28 -2.85 -3.65
C -0.07 -0.97 -1.08
C -0.65 0.36 -1.58
C 0.43 1.00 -2.48
C 1.42 -0.13 -2.79
N 1.29 -1.14 -1.71
C 2.42 -1.51 -0.97
C 2.50 -2.64 -0.24
C 3.58 -3.03 0.64
C 3.71 -4.37 1.00
C 4.71 -4.79 1.86
C 5.60 -3.87 2.38
C 5.47 -2.53 2.05
C 4.48 -2.11 1.19
H -4.50 -3.57 1.83
H -2.74 -3.41 1.86
H -3.76 -1.98 2.01
H -4.56 -4.86 -1.16
H -3.27 -4.28 -2.21
H -2.87 -5.05 -0.67
H -6.09 -2.38 -0.42
H -5.23 -0.84 -0.52
H -5.32 -1.89 -1.94
H -0.52 -4.72 -2.30
H 0.34 -6.62 -1.04
H 0.73 -6.44 1.39
H 0.21 -4.32 2.55
H -0.63 -2.41 1.28
H -3.23 -1.51 -2.77
H -3.66 -1.87 -5.16
H -1.96 -2.97 -6.56
H 0.26 -3.48 -5.61
H 0.67 -3.09 -3.22
H 0.10 -0.90 0.00
H -1.56 0.16 -2.15
H -0.94 1.03 -0.75
H 0.00 1.43 -3.40
H 0.94 1.81 -1.96
H 1.22 -0.61 -3.75
H 2.46 0.23 -2.83
H 3.27 -0.85 -1.00
H 1.70 -3.35 -0.35
H 3.02 -5.09 0.60
H 4.80 -5.83 2.12
H 6.38 -4.19 3.06
H 6.15 -1.81 2.48
H 4.38 -1.06 0.96
C -3.53 3.45 6.00
N -2.85 4.47 5.20
C -3.42 5.82 5.16
C -1.76 4.13 4.34
C -1.96 4.03 2.95
C -0.91 3.85 2.10
C 0.42 3.77 2.59
C 1.53 3.65 1.73
C 1.53 3.99 0.35
C 2.60 3.74 -0.59
C 3.79 3.01 -0.50
C 4.66 3.01 -1.57
C 4.36 3.74 -2.73
C 3.19 4.45 -2.84
C 2.31 4.45 -1.77
N 1.08 5.09 -1.58
C 0.50 6.10 -2.47
C 0.62 4.81 -0.32
C 0.60 3.81 4.00
C -0.46 3.98 4.84
H -3.04 2.49 5.85
H -3.48 3.71 7.06
H -4.57 3.37 5.71
H -2.83 6.43 4.49
H -4.45 5.80 4.81
H -3.38 6.26 6.16
H -2.96 4.10 2.57
H -1.09 3.69 1.05
H 2.46 3.34 2.16
H 4.02 2.45 0.38
H 5.58 2.47 -1.51
H 5.06 3.75 -3.54
H 2.96 5.02 -3.73
H 1.09 6.20 -3.38
H -0.52 5.81 -2.75
H 0.46 7.06 -1.97
H -0.26 5.29 0.10
H 1.60 3.79 4.40
H -0.31 4.04 5.91

Mulliken atomic charge list, values in e, 99 entries: number 1, C, carries -1.2047; number 2, Si, carries 0.6545; number 3, C, carries -0.9944; number 4, C, carries -1.2425; number 5, O, carries -0.3643; number 6, C, carries 2.6786; number 7, C, carries -0.8930; number 8, C, carries -0.2366; number 9, C, carries -0.8569; number 10, C, carries -0.9624; number 11, C, carries -0.8247; number 12, C, carries -0.3531; number 13, C, carries -0.0026; number 14, C, carries -0.3966; number 15, C, carries -1.0674; number 16, C, carries -0.8338; number 17, C, carries -1.1718; number 18, C, carries -0.2936; number 19, C, carries -0.7770; number 20, C, carries -0.8246; number 21, C, carries 0.6814; number 22, C, carries -1.2635; number 23, N, carries 0.6658; number 24, C, carries -1.0620; number 25, C, carries 0.6120; number 26, C, carries 0.2078; number 27, C, carries -0.2059; number 28, C, carries -0.7804; number 29, C, carries -0.3946; number 30, C, carries -0.7292; number 31, C, carries -0.4848; number 32, H, carries 0.3955; number 33, H, carries 0.3145; number 34, H, carries 0.3131; number 35, H, carries 0.5612; number 36, H, carries 0.3108; number 37, H, carries 0.2460; number 38, H, carries 0.4018; number 39, H, carries 0.3439; number 40, H, carries 0.3319; number 41, H, carries 0.4473; number 42, H, carries 0.4774; number 43, H, carries 0.3933; number 44, H, carries 0.4846; number 45, H, carries 0.8277; number 46, H, carries 0.5473; number 47, H, carries 0.4514; number 48, H, carries 0.4407; number 49, H, carries 0.4871; number 50, H, carries 0.5809; number 51, H, carries 0.8829; number 52, H, carries 0.1125; number 53, H, carries 0.2830; number 54, H, carries 0.6656; number 55, H, carries -0.9257; number 56, H, carries 0.1750; number 57, H, carries 0.6805; number 58, H, carries 0.4200; number 59, H, carries 0.0397; number 60, H, carries 0.4314; number 61, H, carries 0.4036; number 62, H, carries 0.3833; number 63, H, carries 0.3766; number 64, H, carries 0.4820; number 65, C, carries -0.9645; number 66, N, carries 0.2244; number 67, C, carries -1.0057; number 68, C, carries -0.1278; number 69, C, carries -0.2958; number 70, C, carries -0.7781; number 71, C, carries 0.7292; number 72, C, carries -0.1736; number 73, C, carries 0.7376; number 74, C, carries 0.9038; number 75, C, carries -0.1409; number 76, C, carries -0.9197; number 77, C, carries -0.7180; number 78, C, carries -1.0809; number 79, C, carries 0.3258; number 80, N, carries 0.2309; number 81, C, carries -0.9990; number 82, C, carries -1.2329; number 83, C, carries -1.1122; number 84, C, carries -0.2629; number 85, H, carries 0.3127; number 86, H, carries 0.3225; number 87, H, carries 0.3033; number 88, H, carries 0.3006; number 89, H, carries 0.3433; number 90, H, carries 0.3345; number 91, H, carries 0.5204; number 92, H, carries 0.3486; number 93, H, carries 0.4892; number 94, H, carries 0.3841; number 95, H, carries 0.4527; number 96, H, carries 0.4383; number 97, H, carries 0.3389; number 98, H, carries 0.3347; number 99, H, carries 0.3460